# C7H8

A single C7H8 molecule in a non-equilibrium geometry (ωB97M-V/def2-TZVPD, the Open Molecules 2025 dataset).

Geometry as XYZ:
```
15
Properties=species:S:1:pos:R:3:forces:R:3
C -0.403623 2.313671 1.050591 -1.02 0.10 -0.63
C -0.590897 2.763844 -0.119091 0.35 -0.09 0.43
C -0.458791 1.144799 1.869023 1.15 -0.33 -1.97
C -0.323004 0.238637 0.891360 -2.26 -0.14 1.27
C -0.497276 1.059052 -0.304198 3.32 0.14 -4.74
C -0.445601 -1.239954 0.969023 1.64 -0.73 -2.59
C 0.966522 0.774777 -1.359399 -4.28 2.24 -1.67
H -0.565533 0.943492 2.855026 -0.08 0.09 2.96
H -1.371630 0.899072 -0.976776 0.47 -0.07 1.02
H -1.119158 -1.579610 1.765837 0.71 -0.13 -0.14
H 0.641842 -1.629328 0.922225 -1.73 0.01 0.89
H -0.810023 -1.614725 -0.051865 0.04 0.46 1.46
H 1.460653 -0.027642 -0.970001 1.50 -1.98 1.20
H 1.521491 1.709960 -1.369808 0.05 -0.25 0.17
H 0.689992 0.505381 -2.475514 0.15 0.67 2.34
```
Positions in Å, forces in eV/Å.

Calculated values
HOMO ... -0.3234 Ha
Largest force on an atom ... 0.1125 hartree/bohr
Spin multiplicity ... 1
ΔE to the lowest compared entry with this formula, charge and spin ... 159.9 kcal per mole
E_tot ... -7381.81157 eV
Frontier orbital gap ... 0.3505 hartree

Löwdin atomic charge list, values in e, 5 entries: number 1, C, carries -0.069; number 2, C, carries 0.028; number 3, C, carries -0.011; number 4, C, carries -0.345; number 5, C, carries -0.234